Entry 1:
Density functional theory data (ωB97M-V/def2-TZVPD) for a cluster of 2 separate species, CHClO2S in total.

Cartesian coordinates (Å):
C 0.6566 1.7200 -2.7806
O 1.7037 1.3658 -2.5626
O -0.4165 -1.7724 1.3496
S 0.3664 -0.3284 1.2843
Cl -1.1732 0.7598 0.5504
H -1.1370 -1.7447 2.1589

- net charge = 0
- lowest unoccupied orbital energy (eV) = 0.080

Need the natural (NBO) charges? In units of e they are: atom 1 (C): 0.501, atom 2 (O): -0.503, atom 3 (O): -0.839, atom 4 (S): 0.546, atom 5 (Cl): -0.197, atom 6 (H): 0.491

=====

Entry 2:
Density functional theory data (ωB97M-V/def2-TZVPD) for a cluster of 10 separate species, C3H28N2O9S2 in total.

Cartesian coordinates (Å):
S 0.4865 3.7527 0.5110
S -0.7147 3.3388 -1.0197
C -2.1245 2.3197 -0.4085
C -1.8249 0.8137 -0.1136
C -3.2000 0.1617 -0.0448
N -3.0837 -1.2012 -0.6533
N -1.0113 0.5653 1.1306
H 0.8909 2.4606 0.7314
H -2.8325 2.3076 -1.2612
H -2.6195 2.8663 0.4064
H -1.1275 0.4266 -0.8523
H -3.9676 0.6178 -0.7056
H -3.7195 -0.0252 0.8987
H -2.6490 -1.7871 0.0500
H -2.4319 -1.2950 -1.4213
H -1.1374 1.3664 1.7435
H -1.4647 -0.2589 1.5276
H -1.2528 -0.4907 -3.7295
H -0.2304 -1.4234 -3.1591
O -0.5849 -0.5252 -3.0305
H 2.9183 1.6857 -1.2191
H 3.9490 1.0289 -0.2530
O 3.6278 1.8637 -0.5989
H 1.9965 -3.3234 1.2889
H 2.3251 -2.7504 2.6184
O 2.4423 -2.5212 1.6857
H 2.7306 -1.4914 0.4574
H 2.2097 -0.0554 0.5279
O 2.6673 -0.6512 -0.0893
H 1.7218 -3.3803 -2.5299
H 2.4305 -2.0437 -2.1136
O 1.7806 -2.4321 -2.7064
H 1.6982 -0.8107 2.5371
H 0.4805 -0.3827 3.2458
O 1.3800 -0.6753 3.4382
H -1.6875 -3.1857 2.6291
H -2.6462 -3.5328 1.6265
O -1.9869 -2.8343 1.7703
H 0.8859 -1.0885 -0.2355
H 0.0060 -1.4509 -1.3990
O 0.2280 -1.7539 -0.5069
H -0.1062 -3.3126 1.4422
H 0.3967 -3.4079 0.0261
O 0.2958 -3.9483 0.8402

- net charge = 0
- SMILES string = NC[C@H](N)CSS.O.O.O.O.O.O.O.O.O
- lowest unoccupied orbital energy (eV) = -0.018

Atomic partial charges in e from the natural (NBO) method, atoms 1 to 6: atom 1 (S): -0.122, atom 2 (S): 0.072, atom 3 (C): -0.539, atom 4 (C): -0.101, atom 5 (C): -0.253, atom 6 (N): -0.848

=====

Entry 3:
Density functional theory data (ωB97M-V/def2-TZVPD) for a structure of composition C33H67N2O4PtSSbSi6.

Cartesian coordinates (Å):
Pt -1.5958 0.1017 -0.1342
C -1.7588 -3.0737 -3.7855
Si -1.3173 -1.5596 -2.8005
C -1.5963 -0.0516 -3.8521
C 0.4659 -1.5983 -2.2379
C -2.4654 -1.5301 -1.2602
Si -2.4290 -3.1308 -0.2478
C -2.7877 -2.7604 1.5582
C -3.7828 -4.2195 -0.9101
C -0.7863 -3.9938 -0.2987
Si -4.1674 -0.7386 -1.4603
C -5.2057 -1.4287 -2.8241
C -5.0975 -0.6355 0.1528
C -3.8420 1.0951 -1.8026
C -4.4670 1.8576 -2.7837
C -4.1169 3.1865 -2.9511
C -3.1545 3.7438 -2.1190
C -2.5816 2.9568 -1.1444
N -2.9191 1.6659 -0.9897
H -1.1047 -3.1355 -4.6652
H -2.7963 -3.0238 -4.1411
H -1.6373 -3.9998 -3.2119
H -0.9335 -0.1119 -4.7256
H -1.3551 0.8773 -3.3177
H -2.6267 0.0129 -4.2234
H 1.0928 -1.0653 -2.9626
H 0.8551 -2.6199 -2.1741
H 0.6228 -1.1275 -1.2610
H -3.8539 -2.5782 1.7397
H -2.2296 -1.8882 1.9140
H -2.4865 -3.6303 2.1580
H -4.7767 -3.8132 -0.6817
H -3.7115 -5.2119 -0.4463
H -3.7040 -4.3511 -1.9960
H 0.0351 -3.3373 0.0105
H -0.5483 -4.3756 -1.2986
H -0.8157 -4.8526 0.3836
H -5.3402 -2.5108 -2.7081
H -4.7635 -1.2485 -3.8109
H -6.1968 -0.9612 -2.7920
H -5.4664 -1.6108 0.4963
H -5.9634 0.0245 0.0288
H -4.4572 -0.2152 0.9373
H -5.2139 1.3946 -3.4208
H -4.5819 3.7854 -3.7252
H -2.8490 4.7774 -2.2245
H -1.8449 3.3552 -0.4655
C -1.1553 0.8923 6.1305
Si -1.7611 0.0484 4.6129
C -3.4174 0.6414 4.0404
C -1.6455 -1.7826 4.7754
Sb -0.3524 0.7948 2.1320
Si 1.8269 -0.6280 2.8887
C 3.3227 -0.0602 2.0076
C 1.3020 -2.3709 2.5805
C 1.9289 -0.2419 4.6937
Si -0.9102 3.3621 2.4885
C 0.0984 4.4098 1.3495
C -0.5202 3.8180 4.2380
C -2.7357 3.4945 2.1604
H -1.8814 0.6395 6.9188
H -1.1134 1.9778 6.0493
H -0.1767 0.5297 6.4486
H -4.1831 0.0787 4.5948
H -3.5866 0.4729 2.9717
H -3.5531 1.7059 4.2543
H -2.0854 -2.0330 5.7527
H -0.6191 -2.1586 4.7672
H -2.2147 -2.2993 4.0003
H 3.3501 1.0280 1.9073
H 3.4081 -0.5213 1.0225
H 4.1852 -0.3755 2.6091
H 0.2198 -2.4821 2.4708
H 1.6301 -2.9877 3.4266
H 1.7819 -2.7594 1.6750
H 1.7838 0.8219 4.9151
H 2.9387 -0.5131 5.0316
H 1.2174 -0.8303 5.2781
H 1.1539 4.3988 1.6391
H -0.2766 5.4361 1.4451
H 0.0339 4.1208 0.2964
H 0.4182 3.3847 4.5989
H -1.3300 3.5334 4.9145
H -0.4220 4.9110 4.2817
H -3.1437 2.6295 1.6328
H -2.9411 4.3865 1.5588
H -3.2770 3.6045 3.1061
C 9.7221 -0.2136 -3.7449
C 8.2852 -0.3097 -3.3002
C 7.7816 0.5397 -2.3164
C 6.4612 0.4560 -1.9010
C 5.6326 -0.4983 -2.4865
C 6.1140 -1.3623 -3.4655
C 7.4348 -1.2627 -3.8583
S 3.9545 -0.6851 -2.0147
O 3.1912 -0.9298 -3.2066
O 3.8564 -1.6110 -0.9179
N 3.5207 0.7842 -1.3848
C 2.7053 1.6808 -2.2342
C 1.8840 2.6352 -1.3705
C 0.8987 1.8680 -0.5206
O -0.1854 1.4970 -1.0725
O 1.2383 1.5997 0.6789
H 10.1440 0.7643 -3.5165
H 9.8169 -0.3930 -4.8164
H 10.3295 -0.9657 -3.2335
H 8.4350 1.2822 -1.8693
H 6.0758 1.1251 -1.1429
H 5.4554 -2.0979 -3.9165
H 7.8143 -1.9375 -4.6179
H 3.1367 0.6257 -0.4554
H 2.0407 1.1061 -2.8754
H 3.3568 2.2723 -2.8758
H 1.3304 3.2890 -2.0428
H 2.5271 3.2186 -0.7124

- net charge = +2
- multiplicity = 5
- lowest unoccupied orbital energy (alpha / beta) (eV) = -4.598 / -7.840

Atomic partial charges in e from the Mulliken method, atoms 1 to 6: atom 1 (Pt): 3.419, atom 2 (C): -1.055, atom 3 (Si): 0.135, atom 4 (C): -0.767, atom 5 (C): -0.428, atom 6 (C): -0.315

=====

Entry 4:
Density functional theory data (ωB97M-V/def2-TZVPD) for the molecule C4H8O.

Cartesian coordinates (Å):
C -1.4718 0.9061 0.8121
C 0.3720 -0.1535 -0.5030
C 1.0096 -1.4650 -0.7385
C 0.8706 0.8682 0.1975
O -0.0256 1.7293 0.7084
H -1.9778 0.1138 0.1853
H -1.3368 0.4802 1.8004
H -2.0561 1.8005 0.7367
H -0.4985 0.1225 -1.0941
H 1.2613 -1.5942 -1.7911
H 0.3399 -2.2903 -0.4505
H 1.9093 -1.5595 -0.1257
H 1.9430 1.0560 0.3392

- net charge = 0
- SMILES string = C/C=C/OC
- lowest unoccupied orbital energy (eV) = 0.917

Atomic partial charges in e from the natural (NBO) method, atoms 1 to 6: atom 1 (C): -0.275, atom 2 (C): -0.341, atom 3 (C): -0.632, atom 4 (C): 0.153, atom 5 (O): -0.521, atom 6 (H): 0.205

=====

Entry 5:
Density functional theory data (ωB97M-V/def2-TZVPD) for a cluster of 2 separate species, C4H10NO in total.

Cartesian coordinates (Å):
C 1.7772 0.6669 1.0931
C 0.7277 -0.0106 0.1881
C 1.1463 -0.6828 -0.9422
C -1.4138 -0.2829 1.6956
N -0.6761 -0.0895 0.5838
H 1.4071 1.7108 1.1185
H 2.7222 0.6017 0.5166
H 1.8049 0.3792 2.2270
H 0.5385 -0.9508 -1.7696
H 2.2484 -0.8279 -1.0903
H -2.3999 -0.5052 1.5793
H -0.7796 -0.1669 2.6017
H -1.3143 -0.1263 -0.3033
H -1.2915 0.5833 -2.9033
H -2.7378 -0.2323 -2.3469
O -1.7594 -0.0667 -2.2482

- net charge = +1
- lowest unoccupied orbital energy (eV) = -5.296

Atomic partial charges in e from the natural (NBO) method, atoms 1 to 6: atom 1 (C): -0.658, atom 2 (C): 0.119, atom 3 (C): -0.302, atom 4 (C): 0.102, atom 5 (N): -0.433, atom 6 (H): 0.239

=====

Entry 6:
Density functional theory data (ωB97M-V/def2-TZVPD) for a structure of composition C2H8N2O.

Cartesian coordinates (Å):
C -0.2116 -0.5691 -0.0685
C -1.2516 0.0762 0.8107
N 1.0469 0.0399 -0.0065
N 1.0685 1.4325 -0.2186
O -0.1280 -1.9281 0.0934
H -0.1002 -2.0999 -0.9354
H 1.7512 -0.4977 -0.5120
H -0.6964 -0.6106 -1.3350
H 1.8648 1.8270 0.2682
H 1.1272 1.6621 -1.2097
H -2.2101 -0.4073 0.6543
H -0.9493 -0.0685 1.8521
H -1.3114 1.1435 0.6070

- net charge = 0
- lowest unoccupied orbital energy (eV) = 0.820

Atomic partial charges in e from the natural (NBO) method, atoms 1 to 6: atom 1 (C): 0.344, atom 2 (C): -0.654, atom 3 (N): -0.489, atom 4 (N): -0.663, atom 5 (O): -0.716, atom 6 (H): 0.486

=====

Entry 7:
Density functional theory data (ωB97M-V/def2-TZVPD) for the molecule CH3BrO.

Cartesian coordinates (Å):
C 0.1689 0.0893 -0.2823
O 1.2965 0.3051 -1.2285
Br 0.6576 0.7416 -2.8156
H 0.7324 -0.3494 0.5453
H -0.6071 -0.7478 -0.5557
H -0.3352 0.9953 -0.0003

- net charge = 0
- SMILES string = COBr
- lowest unoccupied orbital energy (eV) = 0.223

Need the natural (NBO) charges? In units of e they are: atom 1 (C): -0.266, atom 2 (O): -0.614, atom 3 (Br): 0.301, atom 4 (H): 0.200, atom 5 (H): 0.189, atom 6 (H): 0.189

=====

The records above yield energy above the lowest of the compared OMol25 structures with the same formula, charge and spin values of 29.12, 0.00, 242.88, 316.20, 247.83, 310.02, 158.28 kJ/mol, respectively.
The records above yield F_max values of 3.9, 3.6, 0.9, 2.8, 8.0, 4.7, 2.6 eV/A, respectively.